{"formula": "H10O5", "method": "ωB97M-V with the def2-TZVPD basis set", "lumo_ev": 0.19, "largest_force_ha_per_bohr": 0.101, "homo_lumo_gap_ev": 10.3, "e_tot_ev": -10399.2472, "e_above_lowest_kcal_mol": 36.95, "homo_ev": -10.16, "spin_multiplicity": 1, "species": ["O", "H", "H", "O", "H", "H", "O", "H", "H", "O", "H", "H", "O", "H", "H"], "coordinates": [[0.34267, 0.55366, -0.01993], [1.10924, 0.07665, 0.21476], [-0.21958, 0.05336, -0.77294], [-0.97140, -1.02517, -2.17113], [-1.68098, -0.65942, -2.77696], [-1.24641, -1.86525, -1.77397], [-0.44759, 2.99132, 0.69065], [-0.01218, 2.02565, 0.55630], [-0.20581, 3.51772, -0.00739], [2.56954, -1.35415, 0.12598], [3.39667, -1.35155, 0.75528], [2.25473, -2.34614, 0.30674], [-1.74274, -0.58505, 1.63424], [-1.12938, -0.12103, 0.99577], [-2.01676, 0.08940, 2.24259]], "nbo_charge": [-1.01, 0.51, 0.53, -0.97, 0.50, 0.49, -1.00, 0.50, 0.45, -0.96, 0.48, 0.48, -0.98, 0.49, 0.47]}